# C34H20BrCl2EuN6O7

C34H20BrCl2EuN6O7 as an isolated structure in a non-equilibrium geometry (ωB97M-V/def2-TZVPD, OMol25).

Geometry (Å):
Eu 1.300 0.267 0.626
C 3.184 -3.901 1.710
C 2.933 -2.549 1.510
N 1.732 -2.003 1.587
C 0.670 -2.788 1.922
C 0.852 -4.180 2.185
C 2.119 -4.716 2.052
C -0.280 -4.959 2.573
C -1.494 -4.399 2.694
C -1.712 -3.007 2.429
C -2.956 -2.421 2.556
C -3.088 -1.057 2.290
C -1.976 -0.349 1.890
N -0.761 -0.873 1.724
C -0.609 -2.201 2.018
H 4.184 -4.284 1.615
H 3.747 -1.865 1.286
H 2.265 -5.773 2.229
H -0.140 -6.010 2.773
H -2.339 -4.998 2.999
H -3.800 -3.017 2.871
H -4.035 -0.552 2.397
H -2.055 0.714 1.691
Br 5.264 0.124 -0.146
C 4.119 -0.205 -1.615
C 4.680 -0.170 -2.887
C 3.844 -0.391 -3.963
C 2.501 -0.635 -3.732
C 2.043 -0.662 -2.424
N 2.848 -0.453 -1.372
C 0.569 -0.934 -2.117
O -0.232 -0.867 -3.037
O 0.348 -1.182 -0.895
H 5.732 0.035 -3.010
H 4.240 -0.364 -4.967
H 1.788 -0.794 -4.524
O 4.945 5.085 2.275
C 4.220 4.208 1.905
C 3.579 4.017 0.566
O 3.555 4.825 -0.353
C 3.015 2.714 0.581
C 3.218 2.065 1.920
O 2.801 0.867 2.142
C 3.770 3.015 2.814
O 3.878 2.995 4.035
O 2.349 2.107 -0.323
N -8.240 0.401 -4.777
C -7.245 0.642 -4.262
C -6.006 0.943 -3.619
C -5.580 2.263 -3.521
C -4.381 2.557 -2.899
C -3.600 1.533 -2.367
C -4.022 0.207 -2.474
C -5.221 -0.082 -3.094
N -2.379 1.838 -1.737
C -1.734 3.060 -1.685
C -0.599 2.871 -0.969
N -0.536 1.565 -0.554
C -1.606 0.980 -1.028
H -6.187 3.058 -3.930
H -4.064 3.584 -2.824
H -3.415 -0.600 -2.102
H -5.545 -1.109 -3.180
H -2.110 3.925 -2.188
H 0.197 3.564 -0.753
H -1.810 -0.063 -0.908
Cl 0.727 0.015 4.435
C 0.706 1.748 4.191
Cl 0.080 2.288 2.579
H 1.734 2.139 4.265
H 0.019 2.194 4.904

Forces on atoms 1 to 6 (eV/Å):
-0.969 -0.500 -0.125
-0.460 -0.266 0.198
0.055 0.303 0.010
-0.316 -0.638 0.257
1.715 -0.803 -0.156
-0.632 1.012 -0.119

Results
calculated total energy: -173273.7682 eV
max |F|: 2.5 eV/A
HOMO level (spin up / spin down): -2.327 / -2.302 eV
E_LUMO (spin up / spin down): 1.41 / 1.55 eV
expectation value of S²: 15.806
gap between HOMO and LUMO (spin up / spin down): 3.7 / 3.9 eV
multiplicity: 8
net charge: -1

Computed Löwdin charges, given in elementary charges:
1. Eu 1.59
2. C -0.04
3. C -0.12
4. N 0.03
5. C -0.15
6. C -0.15
7. C -0.02
8. C -0.03
9. C -0.03
10. C -0.15
11. C -0.02
12. C -0.05
13. C -0.18
14. N 0.02
15. C -0.16
16. H 0.10
17. H 0.06
18. H 0.11
19. H 0.11
20. H 0.11
21. H 0.11
22. H 0.10
23. H 0.07
24. Br 0.85
25. C -0.70
26. C -0.11
27. C -0.05
28. C 0.00
29. C -0.17
30. N 0.03
31. C -0.65
32. O 0.03
33. O -0.18
34. H 0.09
35. H 0.11
36. H 0.11
37. O 0.12
38. C -0.26
39. C -0.38
40. O 0.03
41. C -0.34
42. C -0.39
43. O -0.27
44. C -0.34
45. O 0.03
46. O -0.17
47. N 0.15
48. C -0.20
49. C -0.24
50. C -0.02
51. C 0.00
52. C -0.15
53. C 0.02
54. C -0.01
55. N 0.01
56. C -0.03
57. C -0.10
58. N -0.02
59. C -0.16
60. H 0.12
61. H 0.10
62. H 0.12
63. H 0.12
64. H 0.10
65. H 0.11
66. H 0.11
67. Cl 0.59
68. C -0.91
69. Cl 0.59
70. H 0.01
71. H 0.02

---

# C24H43N2P3SeSm

C24H43N2P3SeSm as an isolated structure in a non-equilibrium geometry (ωB97M-V/def2-TZVPD, OMol25).

Geometry (Å):
Sm -1.453 0.651 -1.284
P -1.698 -1.828 0.351
P 1.294 -0.077 1.207
P 1.121 -1.214 -2.032
H -3.869 3.188 -4.983
C -3.621 2.101 -5.149
C -3.106 1.271 -4.230
H -2.536 1.709 -3.404
C -3.113 -1.559 1.506
C -0.879 -3.178 1.292
C -2.523 -2.848 -0.937
C 2.634 1.104 1.609
C 0.448 0.122 2.820
C 2.270 -1.562 1.677
C 0.909 -1.355 -3.855
C 1.413 -2.986 -1.671
C 2.871 -0.650 -2.024
H -3.863 1.816 -6.152
H -3.221 0.187 -4.252
H -3.821 -0.857 1.041
H -2.734 -1.077 2.417
H -3.631 -2.503 1.754
H -0.465 -2.808 2.238
H -0.045 -3.596 0.715
H -1.570 -4.002 1.532
H -3.061 -2.187 -1.632
H -3.233 -3.557 -0.488
H -1.766 -3.394 -1.517
H 3.161 0.711 2.494
H 2.230 2.095 1.851
H 3.331 1.179 0.772
H 1.225 0.122 3.602
H -0.263 -0.701 2.989
H -0.090 1.076 2.811
H 2.785 -1.322 2.614
H 3.002 -1.786 0.893
H 1.610 -2.423 1.831
H 1.809 -1.807 -4.303
H 0.743 -0.349 -4.278
H 0.037 -1.986 -4.088
H 2.000 -3.439 -2.483
H 0.448 -3.501 -1.604
H 1.948 -3.117 -0.724
H 3.406 -1.056 -2.900
H 3.400 -0.947 -1.111
H 2.918 0.451 -2.080
C 0.963 3.473 -3.076
C -0.385 3.786 -3.373
C -0.750 3.764 -4.708
C 0.215 3.625 -5.713
C 1.570 3.597 -5.364
C 2.005 3.438 -4.038
Se 1.135 2.222 -1.540
H 0.323 1.435 -2.500
H -1.150 3.905 -2.571
H -1.810 3.831 -4.977
H -0.068 3.603 -6.748
H 2.325 3.658 -6.151
H 3.040 3.251 -3.786
N -3.763 2.633 1.415
C -3.121 1.944 0.463
N -1.794 2.200 0.497
C -1.619 3.137 1.554
C -0.460 3.624 2.158
C -0.573 4.396 3.326
C -1.824 4.688 3.887
C -3.003 4.194 3.285
C -2.850 3.418 2.128
H -4.769 2.584 1.528
H -3.647 1.266 -0.219
H 0.475 3.362 1.682
H 0.325 4.769 3.817
H -1.824 5.291 4.788
H -4.000 4.384 3.679

Forces on atoms 1 to 6 (eV/Å):
2.232 -0.362 1.369
-1.291 -1.126 0.593
0.226 0.291 1.109
0.402 -0.561 -1.081
1.032 -1.135 0.042
-0.130 1.049 0.866

Results
calculated total energy: -139654.9942 eV
max |F|: 2.6 eV/A
HOMO level (spin up / spin down): -16.654 / -16.687 eV
E_LUMO (spin up / spin down): -11.45 / -9.64 eV
expectation value of S²: 8.800
gap between HOMO and LUMO (spin up / spin down): 5.2 / 7.1 eV
multiplicity: 6
net charge: +3

Computed Löwdin charges, given in elementary charges:
1. Sm 1.33
2. P 0.69
3. P 0.72
4. P 0.68
5. H 0.10
6. C 0.00
7. C -0.10
8. H -0.04
9. C -0.26
10. C -0.24
11. C -0.27
12. C -0.28
13. C -0.27
14. C -0.26
15. C -0.27
16. C -0.25
17. C -0.28
18. H 0.08
19. H 0.06
20. H 0.03
21. H 0.05
22. H 0.08
23. H 0.04
24. H 0.04
25. H 0.09
26. H 0.03
27. H 0.08
28. H 0.04
29. H 0.06
30. H 0.03
31. H 0.04
32. H 0.07
33. H 0.03
34. H 0.02
35. H 0.06
36. H 0.04
37. H 0.02
38. H 0.07
39. H 0.04
40. H 0.05
41. H 0.08
42. H 0.02
43. H 0.04
44. H 0.07
45. H 0.04
46. H -0.02
47. C -0.49
48. C -0.17
49. C -0.08
50. C -0.03
51. C -0.04
52. C -0.08
53. Se 0.86
54. H -0.20
55. H 0.11
56. H 0.09
57. H 0.12
58. H 0.13
59. H 0.12
60. N 0.17
61. C -0.25
62. N -0.07
63. C -0.21
64. C -0.01
65. C -0.02
66. C -0.01
67. C 0.05
68. C -0.16
69. H 0.19
70. H 0.11
71. H 0.09
72. H 0.13
73. H 0.13
74. H 0.13

---

# C3H8ClN

An isolated molecule of C3H8ClN in a non-equilibrium geometry (ωB97M-V/def2-TZVPD, OMol25).

Geometry (Å):
C 1.225 -0.683 0.275
C -0.594 1.217 0.558
C -0.176 -0.114 -0.067
N -0.386 -0.147 -1.367
Cl -1.548 -1.504 0.773
H 1.325 -1.036 1.399
H 1.353 -1.453 -0.498
H 2.131 -0.003 0.180
H -1.564 1.526 0.253
H 0.137 1.944 0.273
H -0.485 0.971 1.660
H -0.193 -0.989 -1.869
H -1.223 0.271 -1.570

Forces on atoms 1 to 6 (eV/Å):
0.083 0.551 1.641
1.665 -2.433 1.508
5.402 3.441 3.092
0.148 -1.306 -2.130
-2.450 -2.371 0.730
-0.526 0.173 -2.399

Results
calculated total energy: -17248.2586 eV
max |F|: 7.1 eV/A
HOMO level (spin up / spin down): -5.024 / -10.604 eV
E_LUMO (spin up / spin down): 0.94 / -3.37 eV
expectation value of S²: 2.007
gap between HOMO and LUMO (spin up / spin down): 6.0 / 7.2 eV
multiplicity: 3

Computed natural (NBO) charges, given in elementary charges:
1. C -0.65
2. C -0.65
3. C 0.03
4. N -0.62
5. Cl -0.12
6. H 0.22
7. H 0.20
8. H 0.20
9. H 0.21
10. H 0.20
11. H 0.23
12. H 0.38
13. H 0.37

---

# C4H11ClNP

A 3-piece molecular cluster, C4H11ClNP overall in a non-equilibrium geometry (ωB97M-V/def2-TZVPD, OMol25).

Geometry (Å):
C -1.750 0.954 0.845
C -0.058 1.457 -0.910
C -0.904 0.619 -0.336
C 1.216 -1.243 0.394
N 0.947 -2.362 0.883
P 2.211 -0.853 -1.123
Cl 3.610 0.974 0.998
H -1.621 0.217 1.637
H -1.511 1.944 1.228
H -2.801 0.937 0.551
H 0.118 2.444 -0.509
H 2.679 1.809 1.265
H 0.496 1.208 -1.801
H -1.078 -0.358 -0.771
H 0.871 -0.378 0.950
H 1.295 -3.174 0.374
H 1.246 -1.374 -1.984
H 2.873 -2.087 -1.107

Forces on atoms 1 to 6 (eV/Å):
0.061 -0.052 0.002
0.086 0.125 -0.176
-0.454 0.274 -0.288
0.506 0.267 0.001
-0.399 -0.836 0.705
0.054 -0.004 -0.272

Results
calculated total energy: -27625.5006 eV
max |F|: 1.2 eV/A
HOMO level: -8.942 eV
E_LUMO: 0.67 eV
gap between HOMO and LUMO: 9.6 eV
structure (SMILES): [H]/N=C\P.C=CC.Cl
multiplicity: 1

Computed natural (NBO) charges, given in elementary charges:
1. C -0.65
2. C -0.43
3. C -0.16
4. C -0.12
5. N -0.60
6. P 0.23
7. Cl -0.25
8. H 0.22
9. H 0.21
10. H 0.22
11. H 0.19
12. H 0.27
13. H 0.21
14. H 0.20
15. H 0.17
16. H 0.33
17. H -0.02
18. H -0.03

---

# C36H40BF7IO2

A 5-piece molecular cluster, C36H40BF7IO2 overall in a non-equilibrium geometry (ωB97M-V/def2-TZVPD, OMol25).

Geometry (Å):
C 0.832 -4.692 -2.294
C -0.212 -4.710 -3.576
C -1.621 -3.878 -3.231
C -2.019 -3.079 -4.607
O -2.455 -3.887 -5.791
B -2.868 -2.867 -6.801
O -3.285 -1.669 -6.010
C -3.152 -1.860 -4.527
C -4.635 -2.442 -4.150
C -5.279 -1.874 -2.754
C -6.289 -2.971 -1.997
I -6.455 -2.372 0.146
C -2.683 -0.373 -4.027
C -1.123 -0.258 -3.536
C -0.862 0.987 -2.452
F -1.954 1.807 -1.871
C 0.585 1.204 -2.060
F 1.546 0.051 -2.170
F 1.121 2.513 -1.614
H 0.285 -4.864 -1.261
H 1.401 -3.656 -2.201
H 1.616 -5.583 -2.409
H -0.513 -5.826 -3.844
H 0.309 -4.285 -4.557
H -1.349 -3.182 -2.321
H -2.424 -4.698 -2.986
H -1.017 -2.613 -5.029
H -3.711 -3.450 -7.382
H -2.044 -2.667 -7.625
H -5.428 -2.212 -5.009
H -4.616 -3.630 -4.065
H -6.000 -0.971 -3.052
H -4.478 -1.559 -1.958
H -5.868 -4.065 -2.018
H -7.377 -2.896 -2.454
H -2.792 0.351 -4.969
H -3.362 0.104 -3.187
H -0.693 -1.214 -3.013
H -0.466 0.004 -4.491
F 2.071 -1.399 4.100
C 2.196 -0.568 3.057
C 1.988 -1.050 1.769
C 2.112 -0.184 0.683
C 2.455 1.153 0.896
C 2.668 1.627 2.191
C 2.532 0.763 3.278
H 1.730 -2.094 1.623
H 1.944 -0.550 -0.327
H 2.557 1.827 0.048
H 2.938 2.667 2.354
H 2.684 1.116 4.292
F -8.751 3.245 -2.291
C -7.573 3.015 -2.887
C -6.426 2.894 -2.110
C -5.200 2.649 -2.729
C -5.134 2.539 -4.121
C -6.290 2.667 -4.892
C -7.517 2.901 -4.271
H -6.495 2.991 -1.032
H -4.299 2.545 -2.131
H -4.177 2.353 -4.603
H -6.235 2.585 -5.974
H -8.427 2.994 -4.855
F 5.632 3.324 2.541
C 6.434 2.685 3.403
C 6.150 1.371 3.757
C 6.988 0.703 4.650
C 8.097 1.362 5.188
C 8.371 2.683 4.830
C 7.539 3.347 3.929
H 5.280 0.878 3.335
H 6.779 -0.327 4.927
H 8.748 0.843 5.888
H 9.231 3.195 5.254
H 7.742 4.371 3.633
F 6.743 2.140 7.612
C 5.506 2.160 8.125
C 5.287 2.758 9.361
C 3.998 2.784 9.893
C 2.943 2.201 9.187
C 3.173 1.598 7.950
C 4.460 1.582 7.413
H 6.121 3.199 9.898
H 3.815 3.256 10.855
H 1.938 2.217 9.605
H 2.351 1.141 7.404
H 4.656 1.126 6.448

Forces on atoms 1 to 6 (eV/Å):
0.118 -0.398 -0.061
-0.227 -0.429 0.183
1.062 -1.013 -1.521
0.552 0.494 -0.878
0.945 1.023 3.955
-0.367 -0.665 0.882

Results
calculated total energy: -69868.5916 eV
max |F|: 5.2 eV/A
HOMO level: -4.016 eV
E_LUMO: 1.95 eV
gap between HOMO and LUMO: 6.0 eV
multiplicity: 1
net charge: -1

Computed Löwdin charges, given in elementary charges:
1. C -0.17
2. C -0.25
3. C -0.13
4. C -0.25
5. O -0.13
6. B -0.66
7. O -0.15
8. C -0.30
9. C -0.10
10. C -0.31
11. C -0.61
12. I 0.56
13. C -0.09
14. C -0.10
15. C -0.02
16. F -0.05
17. C -0.04
18. F -0.05
19. F -0.03
20. H 0.07
21. H 0.07
22. H 0.07
23. H 0.11
24. H 0.12
25. H 0.10
26. H 0.12
27. H 0.14
28. H 0.03
29. H 0.03
30. H 0.15
31. H 0.13
32. H 0.12
33. H 0.08
34. H 0.06
35. H 0.06
36. H 0.13
37. H 0.10
38. H 0.11
39. H 0.14
40. F 0.06
41. C -0.29
42. C -0.01
43. C -0.07
44. C -0.08
45. C -0.09
46. C -0.04
47. H 0.12
48. H 0.08
49. H 0.09
50. H 0.10
51. H 0.11
52. F 0.05
53. C -0.30
54. C -0.02
55. C -0.08
56. C -0.09
57. C -0.08
58. C -0.02
59. H 0.11
60. H 0.09
61. H 0.09
62. H 0.11
63. H 0.11
64. F 0.06
65. C -0.28
66. C -0.02
67. C -0.09
68. C -0.11
69. C -0.09
70. C -0.02
71. H 0.10
72. H 0.11
73. H 0.10
74. H 0.10
75. H 0.11
76. F 0.06
77. C -0.28
78. C -0.02
79. C -0.09
80. C -0.10
81. C -0.08
82. C -0.01
83. H 0.11
84. H 0.10
85. H 0.10
86. H 0.11
87. H 0.10

---

# C7H21N4P2

An isolated ion of composition C7H21N4P2 and charge +1 in a non-equilibrium geometry (ωB97M-V/def2-TZVPD, OMol25).

Geometry (Å):
C -2.719 1.685 0.471
C -0.434 2.578 -0.222
C -1.831 -2.306 -1.219
C -2.908 -1.354 0.718
C 3.955 0.793 -0.362
C 2.134 0.887 1.150
C 1.662 -2.303 -0.217
N 0.394 -0.103 -1.295
N -1.378 1.472 -0.107
N -2.199 -1.006 -0.565
N 2.744 0.127 0.075
P 1.930 -0.733 -1.198
P -0.904 -0.012 -0.412
H -3.011 2.803 0.510
H -3.377 1.013 -0.003
H -2.679 1.339 1.471
H -0.198 3.008 0.722
H 0.512 2.276 -0.813
H -1.003 3.346 -0.732
H -0.971 -2.766 -0.616
H -2.760 -3.052 -1.069
H -1.652 -2.142 -2.310
H -3.992 -1.299 0.470
H -2.636 -2.272 1.196
H -2.707 -0.552 1.430
H 4.296 0.301 -1.280
H 3.825 1.936 -0.428
H 4.784 0.724 0.399
H 2.892 1.123 1.883
H 1.861 1.944 0.744
H 1.312 0.389 1.721
H 1.050 -3.065 -0.767
H 2.754 -2.549 -0.128
H 1.251 -2.229 0.780

Forces on atoms 1 to 6 (eV/Å):
0.766 2.298 0.388
0.737 0.006 -1.495
-1.088 -1.760 0.353
-1.318 2.202 -0.413
1.043 1.295 0.732
-0.636 1.277 -0.561

Results
calculated total energy: -32129.0232 eV
max |F|: 4.0 eV/A
HOMO level (spin up / spin down): -11.459 / -11.458 eV
E_LUMO (spin up / spin down): -5.10 / -5.10 eV
gap between HOMO and LUMO (spin up / spin down): 6.4 / 6.4 eV
structure (SMILES): CN(C)P(N=P(C)=[N+](C)C)N(C)C
multiplicity: 1
net charge: +1

Computed natural (NBO) charges, given in elementary charges:
1. C -0.41
2. C -0.42
3. C -0.44
4. C -0.42
5. C -0.42
6. C -0.43
7. C -0.96
8. N -1.29
9. N -0.74
10. N -0.76
11. N -0.75
12. P 1.26
13. P 2.11
14. H 0.25
15. H 0.22
16. H 0.20
17. H 0.22
18. H 0.26
19. H 0.23
20. H 0.21
21. H 0.24
22. H 0.25
23. H 0.24
24. H 0.23
25. H 0.20
26. H 0.22
27. H 0.18
28. H 0.20
29. H 0.23
30. H 0.17
31. H 0.20
32. H 0.23
33. H 0.26
34. H 0.22